No. 1
Computed, not measured: C37H60Cl49NOPS as an isolated structure at a distorted geometry, with ωB97M-V with the def2-TZVPD basis set.

Cartesian coordinates (Å):
1 C -4.83 -1.29 -2.73
2 C -5.33 -0.80 -4.24
3 C -4.90 -1.84 -5.44
4 C -3.32 -1.75 -5.88
5 C -2.26 -2.27 -4.73
6 C -2.66 -3.69 -4.02
7 C -1.95 -3.68 -2.51
8 C -2.39 -4.96 -1.58
9 C -3.93 -4.91 -1.01
10 C -4.32 -3.55 -0.19
11 C -4.32 -3.71 1.44
12 C -3.55 -2.48 2.23
13 C -2.03 -2.17 1.70
14 C -1.81 -0.54 1.78
15 C -2.25 0.24 0.36
16 C -1.52 1.70 0.41
17 N -1.63 2.53 -0.85
18 S -1.20 1.65 -2.32
19 C -0.56 3.63 -0.71
20 C -0.64 4.78 -1.88
21 O -1.33 5.94 -1.69
22 Cl 0.22 4.66 -3.56
23 P -3.22 3.27 -1.15
24 C -4.50 1.98 -1.84
25 C -4.05 3.88 0.51
26 C -5.50 3.15 0.77
27 H -4.98 -2.45 -2.68
28 H -3.73 -0.93 -2.60
29 H -5.46 -0.77 -1.88
30 H -6.52 -0.81 -4.19
31 H -4.99 0.32 -4.44
32 H -5.26 -2.95 -5.19
33 H -5.53 -1.53 -6.41
34 H -3.08 -0.60 -6.11
35 H -3.16 -2.31 -6.91
36 H -1.22 -2.44 -5.28
37 H -2.05 -1.47 -3.88
38 H -2.22 -4.58 -4.66
39 H -3.80 -3.86 -3.85
40 H -0.79 -3.80 -2.72
41 H -2.08 -2.63 -2.00
42 H -1.58 -5.05 -0.71
43 H -2.25 -5.93 -2.25
44 H -4.03 -5.82 -0.25
45 H -4.68 -5.15 -1.90
46 H -3.69 -2.59 -0.52
47 H -5.45 -3.29 -0.51
48 H -5.46 -3.67 1.80
49 H -3.92 -4.77 1.82
50 H -4.14 -1.45 2.21
51 H -3.45 -2.80 3.38
52 H -1.29 -2.65 2.47
53 H -1.79 -2.61 0.63
54 H -0.64 -0.38 1.87
55 H -2.28 -0.03 2.72
56 H -3.42 0.26 0.37
57 H -1.89 -0.47 -0.50
58 H -0.36 1.49 0.57
59 H -1.88 2.23 1.39
60 H -1.98 2.31 -3.32
61 H -0.68 4.20 0.33
62 H 0.49 3.08 -0.66
63 H -5.50 2.58 -2.07
64 H -4.80 1.16 -1.05
65 H -4.10 1.54 -2.85
66 H -3.31 3.87 1.42
67 H -4.29 5.03 0.30
68 H -6.02 3.57 1.73
69 H -5.39 1.98 0.89
70 H -6.22 3.43 -0.14
71 C 0.69 -4.79 -5.91
72 Cl 1.95 -5.89 -6.50
73 Cl 1.41 -3.43 -5.03
74 Cl -0.31 -4.21 -7.25
75 H 0.05 -5.34 -5.21
76 C 2.30 3.14 2.22
77 Cl 0.83 4.11 2.42
78 Cl 3.05 2.81 3.79
79 Cl 1.93 1.62 1.38
80 H 3.01 3.70 1.61
81 C 6.57 4.49 5.69
82 Cl 5.13 5.36 5.15
83 Cl 6.15 2.86 6.24
84 Cl 7.77 4.41 4.38
85 H 7.01 5.03 6.52
86 C -8.96 2.09 3.36
87 Cl -7.70 1.00 2.77
88 Cl -8.24 3.45 4.24
89 Cl -9.96 2.68 2.02
90 H -9.60 1.54 4.05
91 C -5.65 -6.52 4.30
92 Cl -4.40 -7.62 3.71
93 Cl -4.93 -5.16 5.18
94 Cl -6.65 -5.94 2.96
95 H -6.30 -7.08 4.99
96 C 6.62 8.78 4.69
97 Cl 7.57 7.84 5.86
98 Cl 5.44 9.80 5.53
99 Cl 7.69 9.76 3.67
100 H 6.08 8.08 4.05
101 C 10.85 1.85 5.77
102 Cl 11.61 3.38 5.29
103 Cl 11.46 1.33 7.35
104 Cl 9.09 2.01 5.80
105 H 11.12 1.09 5.03
106 C 11.78 -2.53 5.68
107 Cl 10.50 -1.31 5.58
108 Cl 13.37 -1.79 5.41
109 Cl 11.73 -3.35 7.25
110 H 11.61 -3.28 4.90
111 C 5.26 -0.72 8.17
112 Cl 5.01 -0.40 9.90
113 Cl 3.88 -0.12 7.23
114 Cl 6.76 0.03 7.61
115 H 5.33 -1.80 8.03
116 C 11.02 -0.58 11.18
117 Cl 10.50 -1.68 12.47
118 Cl 11.51 -1.48 9.74
119 Cl 9.72 0.57 10.79
120 H 11.88 -0.01 11.54
121 C -2.22 1.68 -8.24
122 Cl -3.69 2.66 -8.04
123 Cl -1.47 1.36 -6.67
124 Cl -2.59 0.17 -9.08
125 H -1.51 2.25 -8.85
126 C 5.84 -5.35 7.99
127 Cl 4.56 -4.13 7.88
128 Cl 7.43 -4.62 7.71
129 Cl 5.79 -6.17 9.56
130 H 5.67 -6.10 7.21
131 C 6.31 7.06 1.00
132 Cl 6.70 5.92 2.29
133 Cl 5.12 6.37 -0.11
134 Cl 5.72 8.59 1.67
135 H 7.22 7.27 0.43
136 C -1.29 1.41 -12.75
137 Cl -0.35 1.45 -11.24
138 Cl -2.88 2.14 -12.51
139 Cl -0.41 2.23 -14.05
140 H -1.43 0.36 -13.04
141 C -0.69 -8.74 -6.06
142 Cl -0.30 -9.88 -4.77
143 Cl -1.89 -9.44 -7.17
144 Cl -1.29 -7.21 -5.39
145 H 0.22 -8.54 -6.63
146 C -3.59 6.53 -8.75
147 Cl -3.22 5.04 -9.63
148 Cl -3.97 7.84 -9.87
149 Cl -4.92 6.26 -7.61
150 H -2.70 6.81 -8.17

LUMO energy = -3.64 eV
multiplicity = 1
net charge = +1
energy = -676583.4405 eV

No. 2
Computed, not measured: a 8-piece molecular cluster, C37H60ClN8O2 overall, with ωB97M-V with the def2-TZVPD basis set.

Cartesian coordinates (Å):
1 O -1.01 -2.12 -3.13
2 C -1.24 -1.90 -1.99
3 O -0.89 -2.75 -0.97
4 C -1.84 -0.61 -1.51
5 C -1.00 0.46 -1.19
6 C -1.57 1.62 -0.75
7 N -2.91 1.72 -0.62
8 C -3.75 0.71 -0.90
9 C -5.21 0.93 -0.65
10 C -6.09 0.11 -1.61
11 C -6.37 -1.29 -1.05
12 Cl -7.99 -1.34 -0.30
13 C -3.22 -0.48 -1.37
14 H -1.71 -3.07 -0.57
15 H 0.08 0.40 -1.28
16 H -0.97 2.49 -0.50
17 H -3.30 2.59 -0.29
18 H -5.42 0.63 0.38
19 H -5.44 1.99 -0.75
20 H -7.03 0.64 -1.72
21 H -5.64 0.07 -2.60
22 H -6.37 -2.02 -1.85
23 H -5.66 -1.54 -0.27
24 H -3.87 -1.31 -1.61
25 C -7.16 -4.07 -5.75
26 C -7.18 -5.46 -5.12
27 C -7.54 -5.43 -3.63
28 C -6.57 -4.66 -2.86
29 N -5.79 -4.05 -2.27
30 H -6.40 -3.44 -5.30
31 H -6.93 -4.15 -6.81
32 H -8.12 -3.57 -5.65
33 H -6.21 -5.94 -5.24
34 H -7.91 -6.08 -5.63
35 H -7.56 -6.44 -3.22
36 H -8.53 -4.99 -3.47
37 C 2.95 1.58 -0.61
38 C 3.63 2.08 0.66
39 C 2.81 1.82 1.92
40 C 1.51 2.50 1.86
41 N 0.50 3.04 1.81
42 H 2.01 2.10 -0.78
43 H 3.59 1.76 -1.47
44 H 2.75 0.50 -0.55
45 H 3.83 3.15 0.56
46 H 4.60 1.59 0.77
47 H 3.34 2.17 2.81
48 H 2.63 0.75 2.05
49 C -2.81 -6.85 -7.34
50 C -2.29 -6.46 -5.97
51 C -2.45 -7.58 -4.93
52 C -3.86 -7.93 -4.75
53 N -4.97 -8.19 -4.61
54 H -3.88 -7.06 -7.32
55 H -2.65 -6.04 -8.06
56 H -2.30 -7.74 -7.72
57 H -2.81 -5.56 -5.62
58 H -1.23 -6.20 -6.03
59 H -2.05 -7.26 -3.96
60 H -1.91 -8.47 -5.24
61 C -5.58 -1.54 4.17
62 C -5.69 -2.43 2.93
63 C -4.32 -2.83 2.37
64 C -3.55 -1.65 1.96
65 N -2.97 -0.71 1.65
66 H -5.08 -0.60 3.95
67 H -6.57 -1.31 4.56
68 H -5.02 -2.04 4.96
69 H -6.27 -1.91 2.16
70 H -6.24 -3.33 3.18
71 H -4.45 -3.48 1.49
72 H -3.75 -3.38 3.11
73 C 5.19 7.44 1.16
74 C 6.20 6.45 1.71
75 C 6.99 5.72 0.61
76 C 6.09 4.95 -0.25
77 N 5.36 4.33 -0.89
78 H 4.43 6.94 0.56
79 H 4.68 7.95 1.98
80 H 5.67 8.19 0.54
81 H 5.70 5.71 2.33
82 H 6.91 6.97 2.36
83 H 7.71 5.04 1.05
84 H 7.53 6.43 -0.01
85 C 3.58 4.78 7.54
86 C 3.37 3.84 6.35
87 C 4.68 3.43 5.68
88 C 5.41 4.59 5.17
89 N 5.97 5.51 4.76
90 H 4.05 5.71 7.23
91 H 2.62 5.03 8.00
92 H 4.21 4.32 8.30
93 H 2.73 4.33 5.62
94 H 2.85 2.94 6.69
95 H 4.50 2.74 4.85
96 H 5.33 2.91 6.40
97 C 9.33 2.21 0.31
98 C 9.83 2.54 1.71
99 C 9.45 1.48 2.75
100 C 7.99 1.33 2.85
101 N 6.85 1.25 2.92
102 H 8.25 2.16 0.27
103 H 9.65 2.97 -0.40
104 H 9.73 1.25 -0.03
105 H 9.42 3.51 2.02
106 H 10.91 2.64 1.71
107 H 9.83 1.76 3.74
108 H 9.87 0.51 2.49

LUMO energy = -3.50 eV
multiplicity = 1
net charge = +1
energy = -67874.3722 eV

No. 3
Computed, not measured: C37H60F3NO25V2 as an isolated structure at a distorted geometry, with ωB97M-V with the def2-TZVPD basis set.

Cartesian coordinates (Å):
1 O 3.45 -2.23 2.34
2 V 3.19 -1.17 1.23
3 O 3.44 0.27 1.88
4 O -0.15 -2.48 -2.86
5 V 0.84 -3.14 -1.84
6 O 0.00 -3.99 -0.71
7 C 5.97 -0.88 -0.60
8 O 6.60 -1.61 -1.61
9 O 4.69 -1.41 -0.54
10 C 6.73 -0.76 0.75
11 F 5.89 -0.51 1.77
12 F 7.36 -1.91 1.08
13 F 7.67 0.20 0.79
14 C 8.01 -1.49 -1.76
15 C 8.35 -1.24 -3.24
16 H 7.96 -2.06 -3.85
17 H 7.91 -0.30 -3.55
18 H 9.44 -1.19 -3.30
19 H 8.43 -2.48 -1.54
20 H 8.47 -0.77 -1.09
21 H 5.73 0.13 -0.95
22 C 0.45 -1.58 2.27
23 C -0.09 -0.70 1.14
24 C -0.52 0.56 1.88
25 C -0.63 1.80 1.01
26 C 0.58 1.98 0.09
27 C 0.98 0.73 -0.70
28 N 1.03 -0.44 0.20
29 O 1.54 -1.61 -0.36
30 C 2.39 1.02 -1.22
31 C -0.01 0.54 -1.86
32 C -1.36 -1.40 0.60
33 H 1.15 -1.06 2.93
34 H 0.98 -2.46 1.91
35 H -0.31 -2.04 2.91
36 H 0.08 0.85 2.75
37 H -1.49 0.34 2.33
38 H -0.93 2.69 1.58
39 H -1.57 1.68 0.44
40 H 1.34 2.36 0.79
41 H 0.40 2.79 -0.62
42 H 2.58 0.34 -2.05
43 H 3.17 0.95 -0.46
44 H 2.40 2.02 -1.67
45 H 0.24 1.29 -2.62
46 H -1.07 0.64 -1.62
47 H 0.08 -0.40 -2.40
48 H -1.16 -2.45 0.41
49 H -1.85 -1.03 -0.31
50 H -2.18 -1.28 1.30
51 C -6.16 -0.02 5.29
52 C -5.15 -1.12 5.21
53 C -4.56 -1.47 3.85
54 O -3.21 -0.99 3.93
55 C -2.85 -0.94 5.24
56 O -1.75 -0.96 5.67
57 O -3.98 -0.79 5.97
58 H -6.73 0.02 6.22
59 H -6.87 -0.11 4.46
60 H -5.78 0.99 5.11
61 H -5.51 -2.09 5.55
62 H -5.17 -1.17 2.99
63 H -4.34 -2.52 3.63
64 C 3.10 1.80 -6.91
65 C 2.65 2.79 -5.82
66 C 2.04 4.10 -6.35
67 O 0.64 3.92 -6.13
68 C 0.41 2.76 -5.50
69 O -0.65 2.37 -5.12
70 O 1.57 2.17 -5.11
71 H 2.76 1.97 -7.92
72 H 2.86 0.82 -6.48
73 H 4.19 1.73 -6.93
74 H 3.46 2.98 -5.12
75 H 2.20 4.14 -7.42
76 H 2.38 4.99 -5.83
77 C -5.44 2.66 -1.93
78 C -3.94 2.52 -1.63
79 C -3.01 3.17 -2.72
80 O -2.35 4.19 -2.02
81 C -2.67 4.17 -0.73
82 O -2.18 4.84 0.13
83 O -3.65 3.29 -0.46
84 H -5.95 2.16 -1.11
85 H -5.66 2.17 -2.88
86 H -5.80 3.69 -2.03
87 H -3.70 1.46 -1.58
88 H -3.73 3.54 -3.45
89 H -2.35 2.43 -3.17
90 C -2.14 -4.70 3.66
91 C -2.42 -5.81 4.68
92 C -2.92 -5.19 6.00
93 O -4.01 -6.00 6.34
94 C -4.39 -6.76 5.25
95 O -5.46 -7.26 5.15
96 O -3.52 -6.55 4.23
97 H -3.13 -4.32 3.42
98 H -1.71 -5.02 2.71
99 H -1.47 -4.00 4.15
100 H -1.49 -6.34 4.92
101 H -2.96 -4.10 5.94
102 H -2.08 -5.27 6.70
103 C 3.39 3.38 3.43
104 C 4.58 4.03 2.75
105 C 5.90 3.24 2.72
106 O 6.10 2.99 1.33
107 C 5.15 3.59 0.58
108 O 5.15 3.63 -0.61
109 O 4.15 4.03 1.35
110 H 2.50 3.86 3.01
111 H 3.31 3.44 4.51
112 H 3.40 2.32 3.20
113 H 4.77 5.06 3.06
114 H 5.84 2.30 3.26
115 H 6.75 3.78 3.12
116 C -3.74 -2.31 -3.32
117 C -4.41 -0.96 -3.39
118 C -5.51 -0.77 -4.43
119 O -6.69 -1.12 -3.75
120 C -6.51 -0.89 -2.43
121 O -7.36 -1.08 -1.63
122 O -5.16 -0.76 -2.17
123 H -4.37 -3.19 -3.37
124 H -3.16 -2.26 -2.39
125 H -2.99 -2.48 -4.10
126 H -3.73 -0.13 -3.57
127 H -5.32 -1.36 -5.33
128 H -5.65 0.23 -4.86

relative energy (zero: lowest compared OMol25 entry of this formula, charge and spin) = 340.6 kJ/mol
LUMO energy = -3.16 eV
multiplicity = 1
net charge = 0
energy = -151544.1339 eV

Question: Which formula does entry 3 have?
Answer: C37H60F3NO25V2